DFT (the ωB97M-V functional and the def2-TZVPD basis) results for a structure of composition C41H20Cl2MgN9O.

Calculated total energy: -88796.3865 eV
Charge: -1
Kohn-Sham gap (alpha / beta): 4.95 / 4.81 eV

Geometry as XYZ:
```
74
Properties=species:S:1:pos:R:3:forces:R:3
Mg 0.110922 0.495307 0.445940 0.9 -0.1 0.3
C -6.052309 -1.337409 1.376567 0.0 0.1 0.2
C -5.933258 -1.921243 0.104776 0.1 -0.1 -0.2
C -4.712743 -1.988503 -0.537569 -0.1 0.0 0.0
C -3.602064 -1.454243 0.112217 0.2 0.1 0.2
C -2.212776 -1.331589 -0.246956 -0.3 0.0 0.4
N -1.682613 -1.906337 -1.359110 0.5 0.0 -0.3
C -0.484175 -1.690648 -1.769791 -0.7 -0.1 0.0
C 0.195117 -2.489405 -2.779246 0.5 0.1 -0.2
C -0.265262 -3.577729 -3.508143 -0.1 0.0 0.1
C 0.611956 -4.198220 -4.383742 -0.1 0.0 0.0
C 1.924358 -3.751063 -4.517105 0.1 0.1 0.0
C 2.385555 -2.663218 -3.782706 0.1 0.0 -0.1
C 1.507637 -2.034281 -2.925447 -0.4 -0.1 0.2
C 1.706797 -0.813268 -2.075083 0.0 0.2 -0.2
N 2.955218 -0.762750 -1.416757 0.1 0.1 0.1
C 3.113545 -0.140830 -0.299777 0.0 -0.2 -0.4
N 2.190407 0.443876 0.543090 0.4 0.1 0.2
C 2.872139 1.022432 1.573293 -0.2 0.0 0.3
N 2.418966 1.562805 2.674098 0.4 0.0 -0.1
C 1.129195 1.441493 3.052344 -0.4 -0.2 0.0
N 0.161887 0.793346 2.399412 0.4 0.3 0.9
C -0.981075 0.797210 3.166361 -0.4 -0.1 0.1
N -2.141880 0.260140 2.866888 0.2 0.2 0.1
C -2.400732 -0.391938 1.737609 -0.2 -0.1 -0.1
N -1.529649 -0.695821 0.724774 -0.5 -0.3 -0.1
C -3.721773 -0.862497 1.384472 0.2 -0.1 -0.2
C -4.955680 -0.805329 2.026298 -0.1 0.0 0.0
C -0.712240 1.514299 4.401587 0.3 0.0 0.0
C -1.482790 1.803483 5.520743 0.0 0.0 0.0
C -0.888196 2.508445 6.552941 -0.1 0.0 0.0
C 0.448257 2.919680 6.480349 0.1 0.0 0.0
C 1.221606 2.634080 5.367774 0.0 0.0 0.0
C 0.628920 1.928812 4.329203 -0.2 -0.1 0.0
C 4.327395 0.871908 1.370266 0.2 -0.2 -0.3
C 5.427518 1.297449 2.092183 -0.1 0.0 0.0
C 6.681597 0.891625 1.652555 0.1 0.0 0.1
C 6.827297 0.071682 0.535315 0.0 0.0 0.0
C 5.718420 -0.345936 -0.191396 0.0 0.0 0.0
C 4.476296 0.074285 0.240557 0.1 0.2 0.3
N 0.435074 -0.724486 -1.259658 0.1 -0.7 -0.2
H -7.024802 -1.309096 1.853805 0.0 0.0 0.0
H -6.817181 -2.323570 -0.375827 0.0 0.0 0.0
H -4.611960 -2.432216 -1.520539 0.0 0.0 0.0
H -1.287483 -3.909971 -3.380304 0.0 0.0 0.0
H 0.275583 -5.046814 -4.966443 0.0 0.0 0.0
H 2.596559 -4.252911 -5.202002 0.0 0.0 0.0
H 3.405821 -2.313196 -3.879635 0.0 0.0 0.0
H -5.041358 -0.348602 3.004342 0.0 0.0 0.0
H -2.516044 1.483741 5.568772 0.0 0.0 0.0
H -1.466245 2.751112 7.437107 0.0 0.0 0.0
H 0.880072 3.465780 7.310478 0.0 0.0 0.0
H 2.256212 2.946593 5.302788 0.0 0.0 0.0
H 5.308974 1.925719 2.965190 0.0 0.0 0.0
H 7.564968 1.212786 2.191559 0.0 0.0 0.0
H 7.818536 -0.242983 0.232689 0.0 0.0 0.0
H 5.808816 -0.983600 -1.061493 0.0 0.0 0.0
Cl -4.039218 2.705648 0.047962 0.0 0.1 0.1
C -3.057002 2.103144 -1.238868 0.0 -0.1 -0.1
C -3.595492 1.950736 -2.499393 0.1 0.0 0.1
C -2.821543 1.455768 -3.543269 0.1 0.0 0.0
Cl -3.527040 1.384730 -5.138113 -0.1 0.0 -0.1
C -1.513447 1.041287 -3.327609 -0.1 0.0 0.1
C -0.597559 0.584157 -4.373048 0.2 0.0 -0.1
C 0.703710 0.422333 -4.129389 -0.1 -0.1 0.1
C 1.285995 0.554959 -2.758927 0.2 -0.2 0.1
N 0.283855 0.709452 -1.694492 -0.2 0.4 -0.9
C -1.016887 1.162799 -2.032200 -0.2 0.0 0.0
C -1.707485 1.765887 -0.956752 0.0 0.3 -0.1
O -1.119949 1.958970 0.167303 -0.7 0.5 -0.2
H -4.621311 2.241336 -2.679346 0.0 0.0 0.0
H -0.991610 0.444559 -5.370719 0.0 0.0 0.0
H 1.389754 0.138966 -4.918857 0.0 0.0 0.0
H 2.077898 1.306883 -2.713898 0.0 0.0 0.0
```
Forces are in eV/Å.



DFT (the ωB97M-V functional and the def2-TZVPD basis) results for a structure of composition C35H24F5GdN8OS.

Energy relative to the best compared isomer or geometry (same formula, charge and spin): 3.7 kcal/mol
Calculated total energy: -95898.0968 eV
Charge: +2
Kohn-Sham gap (alpha / beta): 6.65 / 5.33 eV
Spin multiplicity: 8

Geometry as XYZ:
```
75
Properties=species:S:1:pos:R:3:forces:R:3
Gd -0.789355 0.576835 -0.695755 -0.1 0.4 -0.1
C 0.198615 -4.130101 -0.108990 0.0 0.0 0.1
C -0.320594 -2.910329 -0.508981 -0.1 0.0 0.0
N 0.155985 -1.753862 -0.044616 0.3 -0.2 -0.1
C 1.195400 -1.818739 0.800302 -0.1 -0.1 0.0
C 1.677028 -3.060565 1.220309 0.0 0.1 0.0
N 1.184235 -4.204028 0.775626 0.0 0.0 0.0
C 1.796227 -0.539621 1.254500 -0.1 0.2 0.0
C 2.975105 -0.515193 1.973937 0.1 0.1 0.0
C 3.523086 0.694663 2.409949 -0.3 0.0 -0.2
C 2.817873 1.846672 2.055424 0.1 -0.1 0.1
C 1.666375 1.756489 1.297355 -0.1 -0.1 0.0
N 1.141076 0.583279 0.906618 0.4 -0.1 0.2
C 0.914994 2.972028 0.900625 0.0 0.1 0.0
C 1.490801 4.240814 0.886332 0.0 -0.1 0.1
N 0.796975 5.327651 0.586620 0.0 0.0 0.0
C -0.486578 5.167273 0.295454 0.0 0.0 0.0
C -1.060287 3.905305 0.245605 0.0 0.0 0.1
N -0.363042 2.807052 0.534218 0.0 0.2 0.1
C 4.766752 0.750620 3.200407 0.4 0.0 0.2
C 5.412124 1.961190 3.459774 -0.1 -0.1 -0.1
C 6.578803 1.961364 4.207060 0.1 0.0 0.0
N 7.132417 0.861615 4.703514 0.0 0.0 0.0
C 6.522615 -0.293253 4.460146 0.1 0.0 0.1
C 5.354911 -0.402097 3.724158 -0.2 0.1 -0.1
H -0.189678 -5.060121 -0.504723 0.0 0.0 0.0
H -1.126265 -2.871041 -1.226827 0.0 0.0 0.0
H 2.476103 -3.140398 1.944466 0.0 0.0 0.0
H 3.487629 -1.438247 2.183469 0.0 0.0 0.0
H 3.151742 2.815544 2.389020 0.0 0.0 0.0
H 2.539614 4.385342 1.112007 0.0 0.0 0.0
H -1.065188 6.053527 0.069550 0.0 0.0 0.0
H -2.095948 3.783587 -0.043025 0.0 0.0 0.0
H 5.042926 2.903838 3.082921 0.0 0.0 0.0
H 7.093376 2.892230 4.413427 0.0 0.0 0.0
H 6.989973 -1.177566 4.876346 0.0 0.0 0.0
H 4.924009 -1.383784 3.591571 0.0 0.0 0.0
F 3.659727 2.168608 -5.834418 0.2 0.0 -0.1
C 2.556636 2.213517 -5.117449 -0.2 0.0 0.1
C 2.430934 1.427833 -3.984909 -0.1 0.1 -0.1
F 3.407746 0.620187 -3.600715 0.1 -0.1 0.1
C 1.260443 1.506389 -3.262314 0.0 0.0 0.0
F 1.167736 0.708884 -2.135709 0.2 -0.1 0.0
C 0.190250 2.318342 -3.583520 0.2 0.0 -0.1
S -1.285293 2.396534 -2.643609 -0.1 0.0 0.0
C 0.351020 3.094706 -4.730026 0.0 -0.1 0.1
F -0.627668 3.903410 -5.108413 -0.1 0.1 0.0
C 1.510067 3.048160 -5.487057 0.0 -0.1 0.1
F 1.625943 3.798290 -6.562793 0.0 0.1 -0.2
C -5.638190 -3.144332 -0.177732 -0.1 0.0 0.0
N -4.532366 -2.836152 -1.075002 0.1 -0.1 0.0
N -3.732376 -1.729877 -0.907935 -0.1 0.0 -0.2
C -2.933931 -1.583779 -2.021477 -0.1 0.0 0.1
O -2.022964 -0.695763 -2.037553 -0.2 -0.4 -0.2
C -3.297260 -2.599331 -2.913611 0.0 0.0 -0.1
C -4.297551 -3.334796 -2.301850 0.0 0.1 0.0
C -5.084999 -4.477954 -2.829731 0.0 0.0 0.0
C -3.451412 -1.101796 0.327686 0.1 0.1 0.2
C -3.447131 0.298174 0.356387 -0.4 -0.1 0.1
C -3.087769 0.954744 1.527620 -0.1 0.0 0.1
C -2.733534 0.225251 2.660685 0.0 0.0 -0.1
C -2.761950 -1.161960 2.624266 0.0 0.0 0.1
C -3.114600 -1.832400 1.459096 0.0 0.0 -0.1
H -5.783726 -2.313590 0.506708 0.0 0.0 0.0
H -5.435020 -4.049991 0.391782 0.0 0.0 0.0
H -6.549844 -3.277111 -0.756181 0.0 0.0 0.0
H -2.892441 -2.754896 -3.898145 0.0 0.0 0.0
H -4.698806 -4.776451 -3.800099 0.0 0.0 0.0
H -6.134152 -4.202036 -2.951779 0.0 0.0 0.0
H -5.040345 -5.333269 -2.154722 0.0 0.0 0.0
H -3.834209 0.845090 -0.498259 0.1 0.0 0.0
H -3.152337 2.033957 1.581602 0.1 0.0 0.0
H -2.472362 0.739866 3.575199 0.0 0.0 0.0
H -2.508466 -1.729634 3.509773 0.0 0.0 0.0
H -3.119663 -2.914823 1.426407 0.0 0.0 0.0
```
Forces are in eV/Å.



DFT (the ωB97M-V functional and the def2-TZVPD basis) results for an isolated molecule of C4H6O2.

Energy relative to the best compared isomer or geometry (same formula, charge and spin): 50.4 kcal/mol
Calculated total energy: -8338.2738 eV
Charge: 0
Kohn-Sham gap: 11.23 eV
SMILES: O=COC1CC1

Geometry as XYZ:
```
12
Properties=species:S:1:pos:R:3:forces:R:3
O 2.310021 0.598609 1.212038 0.1 -0.2 -0.7
C 2.121547 -0.012895 0.204134 0.4 0.2 0.3
O 1.163965 0.291351 -0.740047 0.0 0.0 0.1
C -0.005937 -0.157847 -0.085330 -0.4 -0.3 0.4
C -1.332521 -0.423185 -0.687626 -0.1 -0.1 -0.1
C -1.131761 0.718542 0.303211 -0.1 0.1 0.2
H 2.609200 -0.966998 -0.049834 0.3 0.2 0.0
H 0.268752 -0.887001 0.670600 -0.3 -0.1 0.0
H -1.561659 -0.168356 -1.715869 0.2 0.1 0.1
H -1.795436 -1.340177 -0.333478 -0.1 0.2 -0.2
H -1.180103 1.722334 -0.107926 0.1 -0.2 0.0
H -1.466073 0.625619 1.330123 -0.2 0.0 -0.2
```
Forces are in eV/Å.